Entry 1:
ORCA calculation (the ωB97M-V functional and the def2-TZVPD basis) on C3H4LaO2 as an isolated structure at a distorted geometry.

Geometry as XYZ:
```
10
Properties=species:S:1:pos:R:3:mulliken_charge:R:1
C 1.252 -1.597 2.413 -0.507
O 1.212 -1.508 1.033 -0.592
C -2.611 1.228 0.660 -0.351
C -1.781 1.283 -0.249 0.112
O -0.708 0.980 -0.853 -0.688
La 1.416 -0.341 -1.024 1.998
H 1.801 -2.495 2.756 0.227
H 1.725 -0.730 2.912 0.210
H 0.211 -1.667 2.781 0.227
H -3.373 1.461 1.381 0.364
```

For the electronic energy, the calculation gives -298.405682 a.u. The molar mass comes out at 210.97 g mol⁻¹. The value obtained for the LUMO energy is -6.2 eV. As for the relative energy (zero: lowest compared OMol25 entry of this formula, charge and spin): 0.0000 eV. As for the total charge: +1. The calculation puts the max |F| at 5.67 eV/Å.



Entry 2:
ORCA calculation (the ωB97M-V functional and the def2-TZVPD basis) on C2H10F3MnN2 as an isolated structure at a distorted geometry.

Geometry as XYZ:
```
18
Properties=species:S:1:pos:R:3:mulliken_spin:R:1
C 1.643 -1.830 0.255 -0.080
Mn -0.106 -0.864 0.331 2.812
N -2.156 1.012 0.049 0.240
N 0.061 -0.067 -1.739 -0.046
H -1.592 1.893 0.135 -0.014
H -1.705 -0.581 0.736 0.356
H 1.725 -2.276 1.265 -0.021
H 2.471 -1.154 0.078 0.017
H 1.537 -2.596 -0.535 0.015
H 0.213 0.936 -1.719 0.005
H -0.698 -0.207 -2.406 0.004
H 0.900 -0.458 -2.211 0.003
H -2.623 0.967 -0.870 -0.020
H -2.851 1.028 0.771 -0.024
F 1.708 1.185 0.550 -0.002
C 0.604 0.727 1.292 -0.222
F 1.115 0.478 2.529 -0.007
F -0.249 1.807 1.489 -0.014
```

For the electronic energy, the calculation gives -1641.855570 a.u. As for the expectation value of S²: 3.9947. The molar mass comes out at 174.05 g mol⁻¹. The value obtained for the LUMO energy (alpha / beta) is -6.3 / -5.7 eV. Its multiplicity is 4. As for the total charge: +1. The calculation puts the max |F| at 3.07 eV/Å.



Entry 3:
ORCA calculation (the ωB97M-V functional and the def2-TZVPD basis) on C17H23NO4 in the gas phase at a distorted geometry.

Geometry as XYZ:
```
45
Properties=species:S:1:pos:R:3:nbo_charge:R:1
C 1.980 4.381 -1.218 -0.634
C 2.068 3.519 0.033 -0.074
H 3.107 3.370 0.337 0.187
H 1.503 3.981 0.850 0.202
O 1.558 2.207 -0.198 -0.523
C 0.221 2.056 -0.102 0.792
O -0.524 2.962 0.188 -0.601
C -0.217 0.688 -0.369 -0.297
C 0.505 -0.422 -0.743 0.403
O -0.294 -1.500 -0.896 -0.418
C -1.566 -1.111 -0.613 0.221
C -2.714 -1.878 -0.629 -0.214
C -3.904 -1.254 -0.305 -0.307
C -3.948 0.106 0.031 0.302
C -2.787 0.871 0.048 -0.254
C -1.590 0.255 -0.277 0.005
H -2.825 1.915 0.307 0.249
O -5.091 0.772 0.358 -0.494
C -6.312 0.074 0.361 -0.252
H -7.066 0.806 0.647 0.201
H -6.310 -0.743 1.091 0.174
H -6.553 -0.323 -0.630 0.174
H -4.809 -1.841 -0.316 0.220
H -2.684 -2.925 -0.887 0.224
C 1.969 -0.638 -0.982 -0.287
N 2.684 -1.339 0.068 -0.438
C 2.286 -2.718 0.287 -0.219
H 2.866 -3.075 1.142 0.195
H 1.218 -2.820 0.537 0.175
C 2.600 -3.601 -0.917 -0.617
H 2.520 -4.647 -0.632 0.212
H 1.904 -3.420 -1.732 0.203
H 3.612 -3.408 -1.265 0.212
C 2.922 -0.583 1.280 -0.205
C 1.780 -0.517 2.301 -0.638
H 0.900 -0.043 1.876 0.209
H 1.508 -1.512 2.646 0.204
H 2.101 0.066 3.161 0.213
H 3.189 0.433 0.980 0.198
H 3.796 -1.032 1.766 0.188
H 2.079 -1.224 -1.899 0.218
H 2.447 0.332 -1.124 0.242
H 2.503 3.903 -2.043 0.209
H 0.939 4.525 -1.494 0.225
H 2.431 5.351 -1.025 0.216
```

For the electronic energy, the calculation gives -1017.295425 a.u. The molar mass comes out at 305.37 g mol⁻¹. The value obtained for the LUMO energy is 0.8 eV. As for the relative energy (zero: lowest compared OMol25 entry of this formula, charge and spin): 2.3801 eV. As for the SMILES: CCOC(=O)c1c(CN(CC)CC)oc2ccc(OC)cc12. The calculation puts the max |F| at 1.20 eV/Å.



Entry 4:
ORCA calculation (the ωB97M-V functional and the def2-TZVPD basis) on C3H2O2S in the gas phase at a distorted geometry.

Geometry as XYZ:
```
8
Properties=species:S:1:pos:R:3:nbo_charge:R:1
C -0.032 -0.440 0.526 -0.509
C 0.030 0.966 0.213 0.236
C -0.193 -1.644 -0.049 0.029
O 0.259 1.814 -0.763 -0.061
O 0.709 1.465 -1.924 -0.384
S -0.309 -3.082 -0.694 0.250
H -0.218 -0.476 1.589 0.266
H -0.246 1.397 1.101 0.174
```

For the electronic energy, the calculation gives -663.938850 a.u. The molar mass comes out at 102.11 g mol⁻¹. The value obtained for the LUMO energy (alpha / beta) is -1.2 / -1.1 eV. As for the relative energy (zero: lowest compared OMol25 entry of this formula, charge and spin): 6.1808 eV. The calculation puts the max |F| at 3.17 eV/Å.



Entry 5:
ORCA calculation (the ωB97M-V functional and the def2-TZVPD basis) on C40H41N11O7S2W as an isolated structure at a distorted geometry.

Geometry as XYZ:
```
102
Properties=species:S:1:pos:R:3:mulliken_charge:R:1
W 0.375 0.035 0.133 2.243
O 1.985 -0.443 -2.703 -0.619
C 0.924 0.083 -2.352 -0.395
N -0.136 -0.529 -1.720 -0.066
C -0.469 -1.870 -1.889 -0.543
O -0.352 -2.508 -2.919 -0.608
C -1.015 -2.412 -0.619 1.220
C -1.672 -3.639 -0.553 -0.984
C -2.228 -4.042 0.644 -0.782
C -2.168 -3.167 1.739 -1.115
C -1.498 -1.973 1.618 -0.494
N -0.855 -1.605 0.485 1.483
C 0.692 1.553 -2.408 0.869
C 0.958 2.364 -3.508 -0.952
C 0.729 3.723 -3.398 -0.466
C 0.254 4.224 -2.184 -1.040
C 0.021 3.352 -1.135 -0.150
N 0.228 2.032 -1.226 0.465
H -1.740 -4.236 -1.452 0.613
H -2.716 -4.999 0.731 0.524
H -2.638 -3.423 2.676 0.557
H -1.417 -1.287 2.458 0.574
H 1.317 1.913 -4.420 0.605
H 0.910 4.390 -4.227 0.491
H 0.081 5.279 -2.050 0.521
H -0.328 3.722 -0.179 0.418
C -8.818 9.514 4.347 -0.839
O -7.432 9.400 4.602 -0.449
C -6.760 8.348 4.127 0.894
C -5.386 8.306 4.421 -0.632
C -4.612 7.262 3.987 -0.565
C -5.176 6.219 3.236 0.227
C -6.539 6.272 2.929 -0.773
C -7.323 7.315 3.368 -0.599
C -4.334 5.141 2.804 0.340
N -3.080 4.962 3.183 -0.839
C -2.643 3.865 2.538 1.074
C -3.663 3.342 1.721 0.113
N -4.729 4.165 1.922 -0.056
C -3.474 2.235 0.867 0.676
C -4.442 1.669 0.039 -0.917
C -4.062 0.629 -0.797 -1.170
C -2.752 0.192 -0.813 -0.413
N -1.777 0.682 -0.016 0.718
C -2.149 1.692 0.843 -0.189
C -1.129 2.187 1.681 -0.628
N 0.102 1.568 1.562 0.684
C 1.090 2.041 2.362 -0.227
C 0.930 3.074 3.259 -0.980
C -0.303 3.713 3.378 -0.938
C -1.347 3.275 2.574 0.786
H -9.132 10.431 4.839 0.242
H -9.368 8.666 4.765 0.348
H -9.019 9.590 3.275 0.347
H -4.966 9.114 4.996 0.442
H -3.558 7.220 4.205 0.472
H -7.008 5.487 2.354 0.233
H -8.372 7.318 3.120 0.424
H -5.628 4.109 1.472 0.209
H -5.455 2.037 0.033 0.537
H -4.778 0.166 -1.454 0.537
H -2.478 -0.586 -1.512 0.362
H 2.051 1.541 2.264 0.241
H 1.761 3.386 3.870 0.532
H -0.466 4.530 4.061 0.643
C 4.867 0.830 0.468 -0.938
S 3.646 0.776 -0.887 0.594
C 4.002 2.461 -1.499 -0.905
O 2.309 0.992 -0.154 -0.770
H 5.850 1.020 0.050 0.560
H 4.867 -0.142 0.946 0.167
H 4.604 1.605 1.178 0.263
H 5.027 2.489 -1.851 0.569
H 3.857 3.191 -0.710 0.278
H 3.344 2.674 -2.334 0.165
C 3.034 -1.851 3.341 -0.941
S 1.389 -1.868 2.628 1.476
O 0.420 -1.741 3.669 -0.721
O 1.247 -2.993 1.736 -0.667
O 1.341 -0.604 1.755 -1.400
H 3.257 -2.843 3.712 0.396
H 3.015 -1.148 4.163 0.437
H 3.739 -1.562 2.576 0.125
C 1.989 -5.887 0.404 -1.018
C 3.471 -5.740 0.059 0.750
C 4.275 -5.340 1.292 -1.334
C 3.691 -4.736 -1.092 -1.156
N 3.143 -3.455 -0.769 0.919
C 1.908 -3.007 -0.995 -0.984
N 1.813 -1.788 -0.482 0.713
N 3.013 -1.537 0.047 0.361
N 3.798 -2.518 -0.118 -1.621
H 1.860 -6.718 1.093 0.506
H 1.398 -6.104 -0.484 0.341
H 1.596 -4.994 0.890 0.054
H 3.846 -6.700 -0.309 0.387
H 3.907 -4.404 1.713 0.074
H 5.331 -5.230 1.058 0.386
H 4.175 -6.116 2.046 0.461
H 3.208 -5.091 -2.005 0.366
H 4.760 -4.598 -1.267 0.422
H 1.169 -3.565 -1.532 0.450
```

For the electronic energy, the calculation gives -3540.960019 a.u. The molar mass comes out at 1035.81 g mol⁻¹. The value obtained for the LUMO energy (alpha / beta) is -6.1 / -6.1 eV. As for the total charge: +2. The calculation puts the max |F| at 2.75 eV/Å.